(1)
DFT (ωB97M-V/def2-TZVPD) results for a 8-piece molecular cluster, C30H44O24 overall.

## Properties
Kohn-Sham gap = 10.6 eV
Energy = -2975.35701 a.u.
Relative energy (zero: lowest compared OMol25 entry of this formula, charge and spin) = 146.9 kJ/mol
Strongest force on any atom = 3.48 eV Å⁻¹
Multiplicity = 1
Structure (SMILES) = C[C@H]1COC(=O)O1.C[C@H]1COC(=O)O1.C[C@H]1COC(=O)O1.C[C@H]1COC(=O)O1.C[C@H]1COC(=O)O1.C[C@H]1COC(=O)O1.O=C1OCCO1.O=C1OCCO1
Charge = 0
LUMO energy = 0.22 eV

Each line ends with the Mulliken charge.
Positions of all 98 atoms, in Å:
C 1.81512 0.77055 -4.29057  -0.084
C 1.46476 2.04140 -3.45660  0.404
O 2.69313 2.42173 -2.86402  -0.368
C 3.54553 1.36559 -2.95689  0.746
O 4.55279 1.21033 -2.29077  -0.556
O 3.04125 0.43683 -3.72280  -0.337
H 1.88312 0.94639 -5.36241  0.268
H 1.09903 0.00049 -4.00530  0.109
H 0.69809 1.95280 -2.68962  -0.407
H 1.17312 2.80340 -4.17936  0.338
C -3.89596 -4.29941 -1.36701  0.279
C -5.22293 -3.64266 -1.01668  -0.363
O -5.02467 -2.98589 0.16201  -0.361
C -3.89218 -3.37524 0.73115  0.766
O -3.40057 -2.96174 1.76862  -0.580
O -3.24355 -4.16477 -0.10336  -0.328
H -3.36891 -3.78786 -2.17210  -0.206
H -4.01481 -5.33001 -1.69819  0.319
H -5.96979 -4.41561 -0.81429  0.327
H -5.63961 -3.05124 -1.83223  0.258
C -0.21247 -0.50188 1.49458  -1.623
C -1.18344 -0.26538 0.31043  0.538
C -0.64301 0.52112 -0.89191  0.350
O -0.73716 -0.38769 -1.97879  -0.216
C -1.20038 -1.54261 -1.59976  0.431
O -1.41301 -2.44344 -2.37782  -0.610
O -1.41298 -1.55557 -0.25555  -0.435
H 0.60267 -1.11753 1.11741  0.036
H -0.73112 -0.98551 2.32195  0.551
H 0.10050 0.45075 1.92560  0.510
H -2.14240 0.06604 0.70826  0.202
H 0.40398 0.76519 -0.70365  -0.371
H -1.15944 1.42512 -1.21098  0.316
C -5.39777 5.18718 0.69096  -1.444
C -4.15944 4.45257 1.13844  0.517
C -4.14146 2.93443 1.03881  -0.519
O -2.79473 2.72807 0.56021  -0.021
C -2.20113 3.83396 0.10687  0.547
O -1.16227 3.90090 -0.52389  -0.495
O -2.97006 4.93166 0.52299  -0.386
H -5.28793 6.19975 1.07826  0.358
H -6.32289 4.73720 1.05048  0.375
H -5.48383 5.23354 -0.39517  0.345
H -3.98911 4.58126 2.21030  0.197
H -4.86254 2.55679 0.31372  0.273
H -4.23908 2.46748 2.01598  0.313
C 5.53247 2.74087 0.66256  -1.381
C 4.30918 3.51756 0.10241  0.698
C 2.94728 2.83481 0.41475  0.485
O 2.51060 3.63349 1.48018  -0.335
C 3.21299 4.76518 1.59146  0.560
O 3.00158 5.65100 2.40778  -0.613
O 4.24949 4.74183 0.76128  -0.370
H 6.50086 3.21987 0.54694  0.330
H 5.51547 1.69792 0.34299  0.288
H 5.25559 2.58779 1.71025  0.403
H 4.51921 3.74349 -0.94252  0.292
H 2.95901 1.79185 0.73097  -0.202
H 2.19909 2.92428 -0.37414  -0.227
C 1.62084 -0.03675 5.45696  -1.416
C 2.60406 -1.21049 5.23173  0.598
C 2.63213 -2.24084 6.33826  -0.547
O 1.95438 -3.38642 5.83124  -0.395
C 1.79361 -3.23722 4.46089  0.476
O 1.19133 -4.02641 3.77785  -0.509
O 2.29077 -2.03817 4.11371  -0.090
H 0.64732 -0.37998 5.80853  0.375
H 1.51685 0.58116 4.56437  0.261
H 1.96398 0.68363 6.20088  0.412
H 3.55041 -0.71446 5.01911  0.278
H 2.11565 -2.05480 7.28007  0.319
H 3.66787 -2.43580 6.62401  0.264
C 4.38001 -3.81346 1.93385  -1.440
C 3.45885 -3.14913 0.90232  0.773
C 3.68639 -1.67761 0.87129  -0.184
O 3.60951 -1.35546 -0.52027  -0.110
C 3.71027 -2.42964 -1.24253  0.462
O 3.65151 -2.46435 -2.45456  -0.580
O 3.85024 -3.53383 -0.41356  -0.451
H 4.10569 -3.66236 2.97765  0.135
H 5.44699 -3.63297 1.80907  0.416
H 4.27901 -4.89671 1.83760  0.388
H 2.40567 -3.43115 0.92559  0.301
H 4.61823 -1.30699 1.29465  0.468
H 2.82907 -1.30663 1.43532  -0.141
C -3.18208 -2.20357 -5.10278  -1.400
C -3.87216 -0.86063 -4.76740  0.395
C -4.19123 -0.73314 -3.29232  0.682
O -3.73093 0.57355 -3.00232  -0.361
C -2.87026 1.00672 -3.97992  0.634
O -2.21408 2.05371 -3.97978  -0.595
O -2.92035 0.19140 -5.00237  -0.346
H -3.69063 -3.04726 -4.63070  0.304
H -2.15033 -2.35102 -4.78644  0.323
H -3.26281 -2.36328 -6.17816  0.412
H -4.69704 -0.82551 -5.47741  0.327
H -3.78897 -1.50885 -2.64165  -0.680
H -5.27505 -0.73372 -3.16502  0.352

***

(2)
DFT (ωB97M-V/def2-TZVPD) results for C42H39N2O4S4SbTcTe as an isolated structure.

## Properties
Kohn-Sham gap (alpha / beta) = 5.8 / 5.8 eV
Energy = -4215.98836 a.u.
Relative energy (zero: lowest compared OMol25 entry of this formula, charge and spin) = 0.0 kJ/mol
Strongest force on any atom = 1.00 eV Å⁻¹
Multiplicity = 1
Charge = +1
LUMO energy (alpha / beta) = -5.06 / -5.06 eV

Each line ends with the Mulliken charge.
Positions of all 94 atoms, in Å:
Tc 1.62209 -1.05169 0.23734  -0.160
C -4.38689 0.09751 -0.71438  -1.312
C -3.34006 0.86190 -1.49831  1.146
C -3.92580 1.81457 -2.50814  -1.760
O -2.46399 -0.02005 -2.16938  -0.542
C -1.44584 -0.37844 -1.25312  -0.036
C -1.24414 0.94070 -0.47103  -1.195
O -2.48301 1.60164 -0.59934  -0.396
C -0.88352 0.74634 1.02282  1.362
O 0.27584 -0.11864 0.91718  1.466
C -0.48634 2.03157 1.72392  -0.501
C 0.23086 1.94060 2.91453  -0.309
C 0.56684 3.08101 3.62546  -0.926
C 0.15730 4.32714 3.16824  -0.617
C -0.57365 4.42275 1.99532  -0.870
C -0.88235 3.28236 1.26125  -0.236
C -1.94530 -0.00721 1.80945  0.141
C -1.92139 -1.39534 1.92380  0.005
C -2.93579 -2.06292 2.59796  -0.813
C -3.98198 -1.34947 3.16286  -0.851
C -4.00546 0.03449 3.05670  -0.807
C -2.99240 0.70389 2.38713  -0.201
C -0.28994 -1.05222 -2.04315  1.437
O 0.47703 -1.81429 -1.09069  0.951
C 0.60022 -0.07018 -2.79267  -0.138
C 1.87987 -0.48157 -3.16058  -0.357
C 2.74992 0.37579 -3.81652  -1.346
C 2.34249 1.66463 -4.13107  -0.749
C 1.04905 2.06522 -3.82637  -0.686
C 0.17863 1.20036 -3.17726  -0.461
C -0.88630 -2.12438 -2.96812  0.105
C -1.80663 -3.03927 -2.44953  -0.333
C -2.31149 -4.06501 -3.22955  -0.969
C -1.90263 -4.20202 -4.55109  -0.638
C -0.98768 -3.30385 -5.07339  -0.949
C -0.48259 -2.27346 -4.28635  -0.449
H -5.01260 -0.46380 -1.40936  0.417
H -5.01282 0.79237 -0.15436  0.387
H -3.93078 -0.59633 -0.00717  0.086
H -4.41412 1.24833 -3.30127  0.372
H -3.13741 2.42937 -2.94150  0.373
H -4.66146 2.46264 -2.03290  0.392
H -1.81041 -1.12990 -0.55092  0.328
H -0.44507 1.55348 -0.89371  1.357
H 0.50698 0.96589 3.30045  0.493
H 1.13104 2.99642 4.54536  0.473
H 0.41040 5.21958 3.72575  0.447
H -0.90811 5.39053 1.64175  0.501
H -1.47071 3.37099 0.35850  0.471
H -1.11778 -1.96529 1.47864  0.034
H -2.90811 -3.14249 2.67705  0.516
H -4.77279 -1.86772 3.68923  0.420
H -4.81642 0.59838 3.49957  0.471
H -3.01929 1.78324 2.30943  0.465
H 2.18348 -1.49841 -2.94998  1.172
H 3.74070 0.03417 -4.08982  0.459
H 3.01872 2.34187 -4.63601  0.431
H 0.70919 3.05439 -4.10614  0.500
H -0.83551 1.51579 -2.98535  0.444
H -2.14097 -2.96344 -1.42226  0.334
H -3.03166 -4.75470 -2.80705  0.455
H -2.29730 -5.00086 -5.16545  0.428
H -0.66283 -3.39366 -6.10180  0.457
H 0.21543 -1.57619 -4.73280  0.422
S 4.94268 -2.92682 2.62780  -0.455
Sb 5.10796 -1.13196 1.34870  0.902
S 3.53995 -1.59164 -0.68765  -0.207
S 3.13283 0.34352 1.79718  -0.618
S 6.76427 0.11719 0.59694  -0.447
N 0.79939 -6.39642 3.21193  -0.434
C 0.98747 -5.23495 2.56041  0.975
C 0.85583 -5.15414 1.15917  -0.932
C 1.05095 -3.96190 0.52820  -0.997
N 1.38395 -2.83534 1.20525  1.044
C 1.51406 -2.90305 2.54659  -0.703
C 1.30738 -4.05379 3.24928  -1.053
H 0.64931 -7.25161 2.70677  0.207
H 0.96658 -6.46526 4.20012  0.212
H 0.59856 -6.02731 0.57391  0.417
H 0.93611 -3.85916 -0.53974  0.698
H 1.78632 -1.98817 3.05221  0.543
H 1.42195 -4.04658 4.32495  0.423
Te 3.21613 1.55440 -0.29664  0.315
C 3.39677 3.44970 0.57494  0.758
C 2.41498 4.41457 0.40991  -0.441
C 2.62467 5.68458 0.93112  -0.511
C 3.79990 5.97215 1.61019  -0.597
C 4.77723 4.99600 1.76956  -0.655
C 4.58706 3.72785 1.23996  -0.446
H 1.49332 4.18145 -0.10567  0.381
H 1.86399 6.44577 0.81239  0.414
H 3.95895 6.96333 2.01438  0.392
H 5.69617 5.22407 2.29385  0.423
H 5.35049 2.96638 1.35217  0.281